{"formula": "C29H78Cl4INO22P", "method": "wB97M-V/def2-TZVPD", "de_lowest_kj_mol": 0.0, "e_homo_ev": -10.590, "total_energy_ev": -145341.5659, "mol_weight_g_mol": 1092.62, "charge": 1, "elements": ["H", "H", "C", "C", "H", "H", "C", "H", "O", "C", "O", "C", "H", "O", "H", "H", "C", "H", "C", "H", "H", "C", "C", "H", "H", "H", "H", "O", "H", "O", "H", "H", "H", "C", "H", "C", "H", "H", "Cl", "O", "C", "C", "H", "H", "H", "H", "O", "O", "H", "H", "H", "O", "Cl", "H", "C", "H", "H", "H", "O", "C", "O", "H", "H", "H", "H", "H", "H", "H", "H", "H", "H", "Cl", "C", "C", "H", "H", "C", "H", "H", "O", "H", "H", "N", "H", "C", "H", "H", "C", "H", "O", "H", "O", "O", "O", "O", "O", "C", "H", "C", "H", "Cl", "C", "O", "H", "C", "H", "C", "O", "H", "C", "H", "H", "O", "H", "H", "P", "O", "H", "H", "C", "H", "C", "H", "H", "H", "H", "H", "H", "C", "H", "I", "H", "H", "H", "H", "H"], "positions_angstrom": [[-4.05560, -3.29343, -5.06010], [-6.11404, -1.13025, 0.15839], [-1.73482, 1.19293, -1.56776], [-2.20890, -1.28093, -1.12662], [-3.48286, -2.88197, -2.02896], [-4.91565, -5.92953, -5.44168], [2.40421, -4.77707, 3.30299], [1.77372, 1.22508, 0.61862], [8.69314, 2.35566, 4.31112], [1.89836, 1.86495, -0.27568], [-5.47896, -0.74451, 5.64220], [-5.92105, -0.22308, 0.77782], [-4.52159, -0.64651, 5.56738], [-5.17854, -5.58227, -4.57926], [2.88183, 3.43846, 1.00253], [8.17135, -1.27107, 0.43868], [4.33467, 0.50845, 0.78851], [4.78838, -1.55039, 4.17277], [-2.63589, 3.67969, -1.06090], [4.84472, 0.73827, -1.26717], [-0.31684, 5.80333, 3.16634], [1.77016, -4.50633, 2.31103], [-4.08165, 0.45505, -0.79780], [9.49560, 2.25923, 3.78548], [1.77665, -4.67724, 0.19543], [6.55941, -0.86830, 6.45580], [-1.35835, 3.03259, -2.63605], [7.87844, -0.36794, 0.59613], [0.87199, 0.17150, -3.78554], [-0.07484, -0.13294, -0.40069], [-6.10400, -0.54249, 1.81957], [6.92799, -0.45133, 0.75465], [2.25438, -2.50739, 0.25862], [-4.36978, 0.12831, 0.68205], [-0.65233, 7.07897, 0.77461], [1.16237, -4.18691, 0.98282], [0.32973, 3.00404, -1.32379], [-0.40451, 11.63495, 1.43007], [-1.39146, -1.81078, -2.75645], [-3.98796, 3.61096, -4.91818], [-3.26005, -2.43030, -1.03882], [-1.38675, -2.42040, 2.30475], [-6.52701, 0.64267, 0.46707], [4.83783, -1.34877, -0.24520], [-0.58120, -2.43303, 3.07257], [-3.58611, -2.12149, 2.64118], [11.40271, 1.95873, 4.63655], [-6.86657, 3.54373, -5.43140], [3.11487, -5.21542, 3.99291], [6.75616, 3.04478, 3.55742], [-2.02240, -4.10296, -0.06331], [-2.65064, 0.49431, -4.33170], [-4.23403, 1.48422, 1.85555], [5.55047, -4.29433, 5.95966], [4.18066, 1.06025, 2.06370], [2.79262, 3.75009, -0.80469], [0.77336, -2.02429, -1.31970], [-6.87567, 2.98228, -6.21466], [-6.68595, -5.86321, -8.31653], [4.19075, 1.27082, -0.54283], [-4.34467, -7.20675, -7.33005], [-0.27353, -3.33575, -0.80119], [-0.47694, 0.44660, -4.44744], [-5.79139, 0.13913, 5.86323], [-5.44030, -3.49112, -4.47264], [-3.01515, 2.59664, -2.82068], [8.73962, 1.62923, 4.94252], [-1.09141, 0.86378, -2.41963], [0.85117, 1.50323, -2.12375], [0.82435, 10.84181, 1.01995], [4.31033, -3.47256, 6.27144], [-1.43489, 5.02678, -0.74433], [1.21542, -2.63631, 0.62476], [-0.61513, 1.14967, -0.46290], [-3.70168, -4.47289, -0.48397], [-7.54119, -6.20574, -8.03727], [0.13833, -2.36704, -0.47896], [4.64744, 2.27298, -0.41805], [1.36809, 3.97372, 0.25565], [0.39625, 0.83895, -4.29522], [-4.28748, -2.11661, -0.74313], [-4.33134, -8.13215, -7.60250], [-2.79176, 0.08054, -1.51145], [-6.06735, -6.58661, -8.13967], [-2.67801, -2.39854, 3.20060], [-3.60666, -6.81077, -7.80864], [-3.93096, -0.82078, 1.04251], [2.26848, 3.35443, 0.09122], [0.14966, -4.61525, 0.86563], [0.37757, 5.13737, 3.25795], [5.57680, 3.93249, 3.93330], [-0.66533, 7.61970, 1.57135], [-3.67215, 3.79058, -0.50201], [7.15362, -1.14303, 5.75062], [3.02865, 2.74488, -4.15220], [-0.12645, 10.75744, 1.14808], [-2.20077, 2.59725, -2.05930], [-3.40847, -3.43468, 0.88688], [4.34568, 0.35256, 3.27207], [-4.87563, -0.13859, -1.31604], [-2.32372, -1.23696, 4.55275], [-0.96068, -1.27182, -0.13499], [5.25699, -3.38926, 6.11326], [1.16095, -2.05329, 1.55497], [-1.23011, -1.16137, 1.39693], [11.18486, 2.86113, 4.89878], [4.68462, -1.01015, 3.22589], [-4.64540, -2.95053, -4.38104], [-4.90215, -6.26522, -3.95987], [-3.02467, -3.66640, -0.12802], [3.50254, 2.08115, -3.63924], [2.16086, 2.35037, -4.30145], [5.79486, 3.03091, 3.67426], [-4.93407, 3.48458, -4.74447], [4.20802, 0.90966, 4.20890], [-3.46567, -0.08416, -3.23415], [2.88930, 1.25317, -1.10433], [-2.80908, -3.39839, 3.64519], [-3.65497, 2.72035, -5.07435], [4.69505, -0.87918, 0.74061], [-4.63298, 0.74530, -3.30662], [0.59009, 1.94909, -1.14887], [7.06392, -2.10054, 5.73333], [3.93589, 2.12630, 2.14595], [-4.42322, 1.49211, -0.98546], [-0.07420, 4.29511, 3.13411], [-0.78790, 8.52108, 1.24449], [-2.00895, -0.44083, 1.70889], [4.86774, -1.58169, 1.94212], [5.16215, -2.64556, 1.92750], [-0.84632, 2.28109, 1.37141], [-1.24772, -3.39771, 1.80947], [-4.01688, -1.37056, -3.46632], [-6.97942, 4.43530, -5.78074], [-0.32190, -0.66841, 1.80505], [12.35886, 1.97330, 4.51983]], "atomic_forces_ev_per_a": [[0.0, -0.1, 0.1], [-0.1, 0.7, 0.1], [1.5, 0.1, -0.6], [1.4, -1.7, -1.3], [0.6, 0.8, 0.3], [-0.2, -0.1, -0.1], [0.2, -0.4, -0.6], [-0.1, 0.4, -0.3], [-0.1, 0.3, -0.1], [-0.5, 1.3, -0.2], [0.1, 0.1, -0.1], [1.1, -0.6, -0.2], [-0.1, -0.1, 0.0], [0.1, -0.3, -0.1], [-0.1, 0.0, -0.6], [0.0, 0.0, 0.0], [0.2, -1.5, 0.2], [0.2, -0.1, -0.7], [0.1, 0.6, 0.8], [-0.5, 0.4, 0.3], [0.2, 0.2, -0.1], [0.1, 0.0, -0.4], [-1.9, -0.5, 0.7], [-0.1, -0.2, 0.0], [-0.4, 0.0, 0.6], [0.0, 0.0, 0.0], [-0.4, -0.5, 0.4], [-0.1, -0.1, -0.1], [0.1, 0.0, -0.1], [-1.8, 0.2, -0.1], [-0.2, 0.5, -0.5], [0.1, 0.1, 0.1], [-0.8, 0.4, 0.0], [-2.0, -0.7, 0.4], [0.0, 0.0, 0.1], [0.6, 0.4, 0.2], [0.0, -0.5, 0.2], [-0.1, -0.1, 0.0], [0.1, 0.6, 0.2], [0.0, -0.3, 0.5], [-1.6, -0.9, 0.3], [-0.2, -0.4, 0.9], [0.1, -0.5, 0.2], [0.0, 0.1, 0.6], [-0.3, 0.1, -0.7], [0.3, 0.2, 0.6], [0.2, 0.2, 0.0], [0.0, -0.1, 0.0], [-0.7, 0.5, -0.1], [0.1, -0.3, 0.2], [-0.3, 0.4, -0.2], [0.6, -0.4, 0.7], [0.5, -0.5, -0.4], [0.0, 0.0, 0.1], [-0.2, 0.7, 0.0], [-0.2, 0.0, 0.6], [-1.0, 0.2, 0.2], [0.0, 0.0, 0.0], [-0.1, -0.2, 0.1], [1.3, -0.7, 0.6], [0.2, -0.1, 0.0], [-0.1, 0.4, 0.2], [0.0, 0.2, -0.2], [-0.1, -0.1, 0.0], [0.1, -0.2, 0.1], [0.3, -0.3, 0.6], [-0.1, -0.1, -0.1], [-0.7, 0.1, 0.4], [-0.4, 0.0, 0.5], [0.0, -0.1, 0.0], [0.0, 0.1, 0.0], [-0.2, -0.6, -0.7], [0.0, -1.5, 0.5], [1.4, 1.1, -2.1], [0.4, 0.5, 0.0], [0.0, 0.1, -0.1], [0.7, -0.3, 0.2], [-0.7, -0.2, -0.2], [0.4, -0.4, 0.0], [-0.1, -0.2, 0.2], [0.9, 0.4, 0.0], [0.0, 0.0, 0.1], [-0.9, 0.8, 0.8], [0.0, 0.3, 0.0], [1.1, -0.5, -0.6], [-0.1, 0.0, 0.0], [0.5, 1.0, -0.1], [0.1, -0.6, -0.2], [0.4, 0.3, 0.4], [-0.2, -0.2, -0.1], [0.0, 0.0, 0.0], [-0.1, -0.1, -0.2], [0.0, -0.7, -0.5], [0.2, 0.2, 0.0], [-0.1, -0.1, 0.1], [0.1, 0.0, 0.0], [0.0, 0.7, -0.3], [0.6, -0.2, -0.5], [-0.1, -0.4, -0.7], [0.7, 0.2, 0.3], [-0.5, -0.2, -0.5], [1.6, 0.5, 0.8], [-0.1, -0.3, -0.1], [-0.2, -0.1, -0.5], [0.2, -0.2, 1.2], [0.0, -0.1, 0.1], [-0.4, 1.2, -0.7], [0.0, 0.6, 0.0], [-0.1, 0.0, 0.0], [-0.8, -0.1, 0.7], [0.0, 0.1, 0.1], [0.0, 0.0, -0.1], [0.0, 0.4, 0.0], [-0.1, 0.2, -0.3], [0.2, -0.4, -0.5], [-1.1, 1.2, -3.1], [-0.1, 0.3, 0.2], [-0.1, 0.6, 0.0], [0.2, 0.0, -0.2], [-0.4, 1.0, 0.6], [0.4, -0.3, 1.1], [0.4, -0.6, 0.7], [-0.1, 0.0, 0.0], [0.2, -0.5, 0.0], [1.0, -0.3, -0.1], [0.1, 0.2, 0.1], [0.1, 0.1, 0.2], [0.2, -0.3, -0.7], [0.1, -0.8, 0.5], [-0.2, 0.6, -0.2], [-0.4, -0.7, 0.3], [-0.5, 0.6, 0.0], [0.3, 0.1, 0.8], [0.0, 0.0, 0.1], [-0.5, -0.2, -0.7], [0.0, -0.1, 0.0]]}